# 1
Below is C49H36BrFN2O4P2Ti as an isolated structure at a distorted geometry, with properties calculated with ωB97M-V/def2-TZVPD.

Values from the calculation:
* LUMO energy (spin up / spin down): 2.277 / 2.257 eV
* spin multiplicity: 2
* <S²>: 0.75
* ΔE to the lowest compared entry with this formula, charge and spin: 1.398 eV
* net charge: -1
* gap between HOMO and LUMO (spin up / spin down): 6.485 / 6.684 eV

Geometry as XYZ:
```
96
Properties=species:S:1:pos:R:3:lowdin_spin:R:1
N -2.7422 3.3643 -1.2001 0.001
H 2.4149 -5.9918 -0.0407 0.000
H -3.2069 1.8635 4.2349 0.000
H 0.4620 -3.0911 2.5731 0.000
H -3.1702 6.4755 -0.0946 0.000
C -1.3081 -0.9385 -5.5479 0.000
H -2.1728 3.5567 5.6429 0.000
H -6.1389 3.3423 1.8209 0.000
H 3.6917 -1.2829 2.8504 0.000
C -0.0316 -1.2749 -5.1022 0.004
H 5.1006 2.5591 1.4639 0.000
C 2.2574 -0.0353 2.0135 0.000
H 5.6197 -4.2729 -3.6026 0.000
C -5.5082 2.7263 1.1661 -0.001
H -0.1618 -4.7881 -1.0605 0.000
C -0.2907 2.1677 2.5839 0.001
C 1.3912 -4.3727 1.1020 0.000
C 4.6525 0.5438 2.1979 0.000
C 4.7708 -4.2095 -2.9446 0.000
C -4.3925 4.8371 0.4898 0.000
C -4.6739 0.6702 0.2878 0.000
H 1.3668 -4.2662 -2.9606 0.000
C 2.0209 -6.5605 1.9285 0.000
C -3.6428 2.7329 -0.4138 0.000
C 2.3804 -4.1870 -2.6203 0.000
H 0.8645 -1.5903 -5.8019 0.000
C 4.9688 -3.7789 -1.6733 0.000
C 0.9255 -5.0140 3.4063 0.000
C 2.0570 1.1809 1.3670 0.002
C -3.7227 1.3468 -0.5001 0.001
C -2.2330 2.2126 4.0360 0.000
C 2.5647 -3.7637 -1.3131 0.000
H 2.8484 3.1183 0.9527 0.000
C 4.3783 1.8081 1.7061 0.000
C 0.8431 2.6988 -1.5079 0.000
H -4.9273 5.2632 1.2958 0.000
C -5.5604 1.3499 1.1369 0.001
H 1.2246 -1.5494 -3.3783 0.000
H 1.5612 3.4913 -3.3741 0.000
C 0.2811 -1.1916 -3.7531 -0.001
Ti -1.2135 -0.4817 0.1409 0.908
C -4.5696 3.4471 0.3901 0.000
H -6.2856 0.7586 1.7521 0.000
C 0.3462 3.0755 3.4412 0.000
H 0.6077 -4.7800 4.4009 0.000
N -2.7011 0.6156 -1.1753 -0.003
C -0.6461 -0.5245 -2.8292 0.006
C -3.4245 5.4361 -0.1882 0.000
O -2.2079 -2.1992 -0.4082 0.018
H -0.3765 -3.3544 -2.1091 0.000
C -2.1947 -0.3725 -4.6985 0.004
C 1.5817 -6.2144 3.2007 0.000
C -1.6579 -3.3700 -0.3659 0.003
H 1.8275 -6.8063 4.0970 0.000
H 3.9890 -3.1300 0.1441 0.000
C 1.9842 -5.6197 0.9113 0.000
O -2.1720 -4.3108 0.2673 -0.002
C 3.5034 -4.3884 -3.4783 0.000
C 0.4284 4.3539 0.2645 0.000
C 1.2410 3.6995 -2.3451 0.000
H -3.6486 1.1589 -2.8977 0.001
H 0.1548 4.5411 1.3220 0.000
P 1.2489 -3.0833 -0.2436 0.001
C -2.8191 0.5762 -2.4717 0.020
C 3.6001 -0.3288 2.3776 0.000
H 5.6567 0.2923 2.3736 0.000
H 1.7777 5.7584 -2.5088 0.000
H 5.9543 -3.5267 -1.3406 0.000
H 0.9425 6.4149 -0.2348 0.000
H 0.2005 4.2969 5.1901 0.000
Br -1.8701 -1.1596 -7.3797 0.000
H -3.1615 -0.1214 -4.9909 0.000
C -0.3008 3.5676 4.5433 0.000
O -0.2934 -0.3650 -1.6116 0.010
O -3.2617 0.0768 2.5876 0.007
C -1.5487 1.6952 2.9107 -0.003
H 3.3149 -4.6919 -4.4978 0.000
F -0.5475 -1.5809 1.4979 0.011
C -2.6099 4.6529 -1.0381 0.000
C -0.3404 -3.7098 -1.0741 0.001
C -1.6183 3.1963 4.7981 0.000
P 0.3128 1.5663 0.9447 0.011
C 0.5021 3.0629 -0.1752 0.001
C 1.3306 5.0276 -1.8739 0.000
C -1.8850 -0.0669 -3.3370 0.001
C 3.8814 -3.5599 -0.8604 0.000
C 3.0534 2.1130 1.3902 0.000
H 1.4671 -0.7498 2.1370 0.000
C -2.2576 0.5775 2.0735 -0.003
H -1.7637 5.0299 -1.5776 0.000
H 1.3708 3.4052 3.1469 0.000
C 0.9203 5.3630 -0.5945 0.000
H -4.7595 -0.3876 0.2725 0.000
H 0.8293 1.6514 -1.7735 0.000
C 0.8855 -4.0903 2.3775 0.000
H 2.4597 -7.5869 1.7594 0.000
```



# 2
Below is C49H36CdFN7O6 as an isolated structure, with properties calculated with ωB97M-V/def2-TZVPD.

Values from the calculation:
* LUMO energy: -0.322 eV
* ΔE to the lowest compared entry with this formula, charge and spin: 0.749 eV
* gap between HOMO and LUMO: 7.759 eV

Geometry as XYZ:
```
100
Properties=species:S:1:pos:R:3:mulliken_charge:R:1
N -2.6555 -0.5565 0.6951 0.289
C 1.9010 1.5738 1.0495 -0.035
C 3.8517 -1.9494 0.0193 0.154
C 3.1335 -2.9963 -0.4848 0.677
C -0.3909 -3.6389 -1.5387 -0.862
H 2.2572 8.2554 -2.0564 0.531
H -4.4497 -3.0664 -1.8943 0.384
C -8.1830 -1.8874 1.8580 -0.824
C 0.1621 5.1877 -1.0204 0.334
C -4.3828 -5.7285 0.8868 -0.861
H 5.1947 -6.3592 -0.6032 0.458
C -5.7745 -0.6279 2.4193 -0.306
C 6.1860 -5.9512 -0.4576 -0.568
C 1.1301 -1.6162 -0.5252 -0.482
C -4.5853 -1.9451 0.6108 2.908
H -1.5728 9.9601 0.3912 0.432
H 3.7754 2.3739 1.7325 0.452
H -4.2423 -7.1727 -0.7008 0.411
C -5.8212 -1.6158 1.4399 -0.116
N -4.4823 -1.0579 -0.5367 0.117
C -2.3879 3.1720 1.0848 0.079
H -2.2636 8.1864 -2.2211 0.354
H -1.9179 -2.1118 -1.5609 0.601
N -0.1548 -1.3680 -0.8376 -0.295
C -4.5063 -3.4147 0.2174 -0.754
C 6.3254 -4.5735 -0.2709 0.121
C -3.3817 -0.2638 -0.4143 0.223
C 1.6401 7.4112 -1.7731 -0.669
O -3.6038 3.1293 1.1665 -0.697
O 9.5840 -7.1339 -0.2742 -0.462
H 1.7448 4.0148 -1.8813 0.637
H -9.0230 -0.6302 3.3818 0.390
C -0.8876 -2.3485 -1.3207 -0.277
O -1.5261 2.3972 1.6474 -0.916
H -4.8431 -0.1199 2.6382 0.471
H -4.3591 -6.4718 1.6735 0.401
C -2.1791 7.9473 -0.0604 -0.214
C 8.5641 -6.2406 -0.2655 0.953
H -3.3743 9.2328 -1.3251 0.381
F 3.2821 5.9878 -2.6621 -0.371
N 3.9315 -4.1019 -0.6678 -0.796
H 1.3760 -4.8601 -1.4541 0.550
N 5.1367 -2.4252 0.1535 -0.112
C -0.3232 6.4764 -0.7716 -0.315
H -3.0743 5.7408 0.9446 0.474
H 1.3007 2.4273 1.3431 0.508
H -6.8718 0.4936 3.8725 0.407
H 5.0260 0.3174 1.1238 0.388
C 7.5969 -4.0533 -0.0917 -0.815
C 7.2884 -6.7746 -0.4553 -0.543
H 7.1904 -7.8427 -0.5960 0.429
C 3.9608 0.3891 0.9379 -0.428
C 3.2767 1.5288 1.2802 -1.194
C 5.1251 -3.7257 -0.2749 0.374
C 0.9321 -3.8883 -1.2813 -0.710
N 1.2475 0.5747 0.4852 -0.407
H -3.7229 7.5081 -1.5045 0.396
H -1.0563 -4.4083 -1.9059 0.516
Cd -1.0357 0.8765 0.1302 1.190
C -3.2667 -1.5670 1.3685 -0.638
H 5.9252 -1.9401 0.5405 0.200
C -4.4832 -4.3876 1.2165 -0.108
C 2.0936 6.1221 -2.0380 0.020
H 9.6974 -4.4329 0.0554 0.394
C 1.7300 -2.8554 -0.7715 0.590
O -2.9051 -2.1137 2.3855 -0.714
C -0.0492 9.0049 -0.8194 -1.193
H -0.6525 8.7108 1.2268 0.346
C -4.3421 -5.1619 -1.4428 -0.885
C -8.1289 -0.9048 2.8366 -0.412
C 10.8989 -6.6307 -0.1122 -0.845
O -0.2120 2.8722 -0.9456 -1.118
C -2.9268 8.2380 -1.3569 -1.450
C 3.2746 -0.6838 0.3572 0.355
H -4.2962 -5.4560 -2.4844 0.444
C -1.7176 4.2668 0.2727 0.226
H -4.5248 -4.0799 2.2527 0.449
C -1.1108 8.9796 0.2722 -1.005
H -9.1195 -2.3837 1.6364 0.386
C 1.9012 -0.5381 0.1108 0.677
H 11.1524 -5.9250 -0.9067 0.343
H -0.4507 9.4744 -1.7213 0.351
H -5.2721 -0.7633 -1.0849 0.315
H -2.9027 7.8925 0.7532 0.520
C -2.1588 5.5421 0.3996 -0.375
H 11.5588 -7.4909 -0.1692 0.242
O -3.0049 0.5870 -1.2379 -0.782
C -7.0332 -2.2412 1.1656 -0.309
C -0.5802 4.0050 -0.5688 1.429
C -6.9229 -0.2759 3.1131 -0.882
C 8.7213 -4.8722 -0.0841 -0.540
H -7.0775 -3.0204 0.4132 0.413
H 11.0186 -6.1457 0.8595 0.339
H 0.8022 9.6123 -0.5099 0.476
C 1.3883 5.0144 -1.6760 -0.946
C 0.4332 7.6108 -1.1430 1.063
H 7.7471 -2.9865 0.0282 0.235
N -1.5443 6.6232 -0.1301 0.150
C -4.4354 -3.8127 -1.1106 -0.304
C -4.3129 -6.1229 -0.4458 -0.418
```



# 3
Below is C49H37F5IN16O5STeY as an isolated structure at a distorted geometry, with properties calculated with ωB97M-V/def2-TZVPD.

Values from the calculation:
* LUMO energy: -1.898 eV
* ΔE to the lowest compared entry with this formula, charge and spin: 3.720 eV
* gap between HOMO and LUMO: 6.017 eV

Geometry as XYZ:
```
116
Properties=species:S:1:pos:R:3:mulliken_charge:R:1
H 2.6023 3.9268 1.1914 0.469
C -2.6511 2.8609 1.0368 -0.507
H 3.4616 -8.4944 -0.1960 0.479
O -1.7215 -0.7484 0.5161 0.071
C 0.6385 -6.7020 -0.8294 -0.101
H -0.8768 -9.9056 3.4947 0.254
C 1.3392 -2.1114 -2.7542 -1.553
H 0.5328 -3.2804 1.8418 -0.189
C 2.3691 -3.7858 -0.4921 1.149
F 1.7851 1.5972 -0.0247 -0.641
C -2.4820 6.9778 -2.1705 0.650
H 2.6455 -5.3427 2.5026 0.469
C -0.2117 5.4467 -4.3672 0.108
C -1.8539 -2.7440 3.8679 -0.441
H -5.2408 4.4565 2.3176 0.489
H 0.7282 -9.1034 3.3505 0.359
N -1.5136 2.5397 1.6434 0.046
H 2.1024 3.0194 -6.1586 0.467
C 0.2715 1.6547 -4.6365 -1.015
H -0.8255 3.3720 3.5604 0.762
N -1.1379 1.3070 -1.3299 0.255
N -2.1469 -4.9478 -1.4930 -0.651
H 0.2560 -5.9238 -1.4263 0.601
H 6.5908 1.1559 1.0645 0.438
H 0.9712 -1.4783 -3.5377 0.643
H -5.2710 9.0117 0.9427 0.356
H 2.2572 5.3578 -6.6854 0.415
H -1.0925 3.7487 -3.4455 1.125
N 4.7398 1.5626 1.8164 -0.095
H 1.2197 1.1092 -4.5909 0.425
C 2.4817 -8.0745 -0.0396 -0.729
C -2.5629 -1.6701 3.3285 -0.270
C -0.0905 -9.6373 2.8159 -0.869
H 4.5596 4.7352 -0.1784 0.508
H -3.8603 9.0526 -1.0393 0.476
C 1.5563 5.0253 -5.9274 -0.666
O 0.9694 2.0840 2.6363 -0.485
H -3.2631 4.7807 -0.7354 0.319
N 2.1157 -1.5981 0.7463 -0.188
H 6.6380 3.2642 -0.2658 0.439
H 0.7861 6.9956 -5.4958 0.491
H -1.2714 -7.0695 0.0663 0.527
C 2.2604 -4.5969 1.8099 -0.499
C 5.7536 3.0035 0.2755 -0.590
C -0.9164 -2.4488 4.8488 -0.249
C 1.4575 3.6670 -5.6186 -0.962
N -1.5924 0.5610 -3.4463 -1.122
C 0.7312 5.9341 -5.2730 -0.974
H 1.9816 -9.5045 1.4849 0.365
C 1.9848 -7.0456 -0.8988 -0.046
C 1.1958 -1.6446 -1.3871 -0.122
H -3.0376 2.5662 0.0628 0.513
N -5.0390 -1.9714 -0.1811 -0.618
C -3.6138 5.7619 -0.3901 0.133
C 3.5212 3.3765 1.0684 -0.580
O 0.5206 -0.6868 -1.1282 0.560
C -2.1643 -3.9465 -0.9157 -0.204
I 0.5101 -0.7623 6.8738 0.063
C -2.5361 -2.7130 -0.2498 0.914
C 1.6066 -8.6830 0.8449 -0.404
F 4.4816 -0.8802 1.9149 -0.667
C -3.3375 6.9763 -0.9825 -0.176
N -1.2524 -0.1059 4.6111 -0.370
C -4.8590 8.0877 0.5524 -0.718
H 3.5249 -5.4121 0.3056 0.857
C -0.2108 1.8047 -2.1964 -0.624
C 4.5705 3.7896 0.2911 -0.496
C 3.5953 2.2699 1.8691 0.811
C 1.4182 -3.6071 2.4204 0.457
C 0.2843 -8.3097 0.8810 0.937
N -0.4767 1.3645 -3.4223 1.371
H -2.1327 -3.7641 3.6460 0.477
C -3.9915 8.1097 -0.5189 -0.699
N -2.5407 4.1454 2.8598 -1.053
C 2.0244 -2.3603 -0.2601 0.572
C -0.6695 -1.1275 5.1996 -0.278
N -1.5076 -1.9294 0.0992 0.284
C -3.9388 -2.3635 -0.2319 -0.110
S 2.4393 1.8614 3.1907 -0.340
N -2.2464 7.9971 -2.8962 -0.456
H -0.3616 1.3512 -5.5031 0.363
C -4.3529 5.7444 0.8339 0.884
C -4.9407 6.9237 1.3118 -0.641
F 0.3751 -0.7957 2.5604 0.054
H -2.6484 0.4769 3.2525 0.388
O -1.7856 5.8964 -2.5961 -0.189
H 4.7168 0.6244 2.2894 0.340
C -1.5057 3.3639 2.7720 -0.915
C 0.4682 3.1777 -4.7417 0.525
C -4.5308 4.3856 1.4511 -1.140
Te 2.5919 -1.7586 2.6443 0.721
H -5.5201 6.9704 2.2681 0.349
O -0.5951 -8.7846 1.7874 -0.437
N -1.3151 7.6068 -3.9151 -0.539
C -1.0610 6.3907 -3.6581 0.550
C 5.8076 1.9025 1.0568 -0.482
H -5.0042 3.7594 0.6931 0.207
Y 0.1271 0.7156 1.0310 0.955
C 2.3618 -4.2179 -1.7896 0.412
C 1.8423 -3.3499 -2.9264 -0.323
H -3.3655 -1.8087 2.6184 0.566
C -1.9283 0.5430 -2.1821 -0.869
F 1.0087 -4.1146 3.6271 -0.410
H 0.3153 -10.5959 2.4532 0.323
H -2.7424 -0.0726 -1.8262 0.696
C -2.1579 -0.3905 3.6863 -0.460
H 0.6236 2.5098 -1.9711 0.530
N 2.9504 -5.4053 -2.3310 -0.413
H 1.9580 -3.8358 -3.8646 0.536
C -0.3599 4.0611 -4.1221 -0.190
N 2.9060 -6.5540 -1.8781 -0.474
H -0.4658 -3.2852 5.3902 0.367
N -3.3049 3.7912 1.7953 1.012
F 3.9490 -3.1074 3.1208 -0.484
C 2.8243 -4.6277 0.5968 -1.358
C -0.2233 -7.3282 0.0315 -0.800
```



# 4
Below is C49H37N5O2Pd as an isolated structure at a distorted geometry, with properties calculated with ωB97M-V/def2-TZVPD.

Values from the calculation:
* LUMO energy (spin up / spin down): -8.128 / -8.325 eV
* net charge: +2
* gap between HOMO and LUMO (spin up / spin down): 4.414 / 4.213 eV

Geometry as XYZ:
```
94
Properties=species:S:1:pos:R:3:mulliken_charge:R:1
H 1.7303 2.0482 -4.2683 0.586
C 0.1407 -3.9350 -1.3836 -0.819
C 2.6148 2.2121 -1.8084 1.284
C -3.1476 -0.9102 3.3419 -0.122
H 5.3062 -0.4317 0.8134 0.726
H -4.7391 2.6280 0.1498 0.702
C -3.1608 2.9853 -3.4200 0.084
C -4.1387 -1.5287 2.5720 -0.281
C -0.8630 2.9907 -1.5778 0.030
H 5.2654 3.0349 -2.0572 0.723
C 4.3971 0.8181 -0.7157 -1.264
H 6.3573 -4.2452 3.8179 0.430
H 1.5618 4.4493 -3.2481 0.759
H -1.8111 -3.8087 -2.3297 0.299
H 2.8783 2.6265 -6.3536 0.433
C 0.9001 3.8464 -2.6587 -1.474
N 0.3371 -0.1211 2.1277 -0.168
H -2.9360 -4.9372 -0.4841 0.385
O 0.5196 -0.8993 -0.6483 -0.469
H -5.9068 -2.7186 2.5702 0.452
H 5.2547 3.3177 -6.3092 0.428
C 1.2944 2.7622 -1.8184 0.022
H 5.7617 -4.1547 1.4138 0.437
C -2.5639 2.1668 0.0112 -0.100
C 4.7445 3.0699 -5.3919 -0.430
C 3.1207 0.0742 0.9810 0.317
H -1.1006 4.6848 -2.9990 0.622
H -4.1118 4.7644 -0.6959 0.597
C -0.4338 -1.6236 -0.3284 0.615
H -1.4828 -3.8763 1.3968 0.353
C -5.1766 -2.3772 4.5593 -0.476
C -0.1606 -3.1541 -0.0973 0.162
H 5.2807 -2.7031 5.4086 0.436
H 0.8619 -4.7288 -1.1865 0.423
H 5.1747 0.9925 -1.4308 0.714
H -4.6320 1.0714 2.3315 0.723
C -0.7501 -0.6248 2.7839 0.014
N -1.7118 1.4198 0.7912 0.298
C 1.0011 -1.8582 3.4542 -1.279
H 0.6396 -3.2456 0.6402 0.327
C 5.6267 -3.5337 3.4669 -0.510
C 1.4156 -0.8513 2.5351 -0.120
H -4.2497 -1.8169 6.4088 0.446
H -5.5614 5.8127 -2.3812 0.416
N 2.3186 0.9087 0.2598 0.224
C -3.8418 1.3155 1.6502 -1.463
C 5.2905 -3.4892 2.1216 -0.916
C 4.7527 2.8805 -2.9927 -0.321
C 4.3455 -2.5857 1.6786 -0.518
H -1.4257 -5.7456 0.0036 0.370
C -2.0891 -0.1710 2.6390 1.931
C -3.8971 2.1087 0.5597 -1.208
C -4.8600 4.5798 -3.9877 -0.399
H -1.1046 -5.4214 -2.3983 0.431
C -5.1420 -2.2591 3.1777 -1.097
H 0.5518 -3.2877 -2.1553 0.299
C -0.4557 3.9738 -2.5222 -1.276
C -0.3525 -1.7222 3.6024 -1.325
H -2.4519 -0.5325 5.3362 0.562
C -1.2108 -4.5331 -1.7802 -0.659
C 2.7444 -0.7465 2.0420 1.159
C 4.4538 0.0757 0.4078 -1.536
H -5.4915 5.0493 -4.7244 0.432
N -1.4618 -3.6752 0.3962 0.058
H 3.6259 -1.0643 4.6215 0.532
H -1.0090 -2.3131 4.2092 0.699
C -3.1896 -1.0359 4.7301 -0.119
C 4.0757 -1.7524 3.9223 -0.114
C -3.9978 3.5564 -4.3578 -0.911
C -3.2012 3.4043 -2.0816 -0.487
H -3.9725 3.2128 -5.3801 0.432
C 3.7354 -1.6958 2.5690 0.407
Pd 0.2731 1.0359 0.4497 0.538
C 3.4093 2.6919 -5.4164 -0.909
C -2.2149 2.8302 -1.1585 1.830
H -2.0667 -2.7846 0.2212 0.235
C 2.7529 2.3968 -4.2412 -0.198
C -4.0959 4.4108 -1.7149 -0.256
H 4.0417 -2.5736 0.6412 0.585
C 3.4065 2.5017 -3.0000 -0.067
C 3.0628 1.3649 -0.7988 0.215
O -1.6086 -1.2785 -0.1277 -0.771
H -4.0879 -1.4451 1.4949 0.645
C 5.4140 3.1465 -4.1775 -0.869
C -4.9057 5.0039 -2.6667 -0.872
H 6.4504 3.4465 -4.1587 0.411
N 0.2232 2.2986 -1.1235 0.409
C -2.4794 0.8309 1.7509 -0.094
H -2.4947 2.1824 -3.7027 0.498
H -5.9686 -2.9418 5.0245 0.444
C -1.8521 -4.8392 -0.4332 -0.610
C 5.0175 -2.6648 4.3624 -0.848
H 1.6436 -2.5837 3.9130 0.661
C -4.2064 -1.7553 5.3323 -0.898
```